Entry from the OMol25 dataset: a 7-piece molecular cluster, C15H38N3O8 overall at a distorted geometry (wB97M-V/def2-TZVPD).

Cartesian coordinates (Å):
1 C 3.22 -1.98 1.17
2 N 3.61 -0.54 0.87
3 C 4.33 -0.39 -0.45
4 C 2.44 0.42 0.98
5 O 2.51 1.39 1.92
6 C 1.11 0.44 0.02
7 C -0.28 0.01 0.81
8 C 0.12 -0.82 2.16
9 N -0.53 -2.03 2.29
10 C -1.51 -2.21 1.12
11 C -1.28 -1.02 0.01
12 O -1.03 -1.35 -1.40
13 C -0.10 -2.52 -1.51
14 N 1.04 -3.15 -1.75
15 H 4.24 -2.57 1.34
16 H 2.67 -2.53 0.29
17 H 2.62 -2.11 2.18
18 H 5.47 -0.67 -0.32
19 H 3.79 -0.97 -1.31
20 H 4.29 0.77 -0.73
21 H 1.33 -0.19 -0.94
22 H 0.94 1.56 -0.35
23 H -0.92 1.01 0.92
24 H 0.87 -0.61 3.04
25 H -0.38 -2.73 3.07
26 H -2.54 -1.88 1.61
27 H -1.69 -3.31 0.73
28 H -2.32 -0.45 -0.04
29 C 2.91 -1.88 -4.77
30 O 3.57 -0.77 -4.17
31 H 3.52 -2.24 -5.60
32 H 2.80 -2.68 -4.03
33 H 1.94 -1.57 -5.14
34 H 3.01 -0.47 -3.43
35 C 5.16 3.09 3.42
36 O 5.31 1.99 2.55
37 H 6.03 3.74 3.33
38 H 4.26 3.66 3.14
39 H 5.07 2.74 4.45
40 H 4.52 1.43 2.65
41 C 1.41 4.11 -2.50
42 O 1.26 3.30 -1.35
43 H 0.92 3.63 -3.35
44 H 0.95 5.09 -2.32
45 H 2.48 4.24 -2.72
46 H 1.71 3.75 -0.62
47 C -5.71 -1.87 2.79
48 O -4.68 -1.23 2.04
49 H -6.11 -2.70 2.20
50 H -5.30 -2.24 3.73
51 H -6.51 -1.15 2.99
52 H -4.35 -0.50 2.59
53 C -7.18 -2.05 -0.97
54 O -7.03 -1.26 0.19
55 H -8.16 -1.83 -1.42
56 H -6.39 -1.81 -1.68
57 H -7.14 -3.11 -0.70
58 H -6.16 -1.48 0.57
59 C -2.35 3.41 -1.10
60 O -2.92 2.18 -1.49
61 H -3.08 3.97 -0.51
62 H -1.45 3.23 -0.50
63 H -2.09 3.99 -1.99
64 H -2.25 1.71 -2.01

## Properties
- gap between HOMO and LUMO (eV) = 6.494
- electronic energy (a.u.) = -1359.84507
- max |F| (eV/A) = 11.89
- highest occupied orbital energy (eV) = -11.70
- charge = +1
- molar mass (g/mol) = 388.48

Entry from the OMol25 dataset: a 6-piece molecular cluster, C15H38NO7 overall at a distorted geometry (wB97M-V/def2-TZVPD).

Cartesian coordinates (Å):
1 C -0.79 -0.40 -2.32
2 C -1.60 -1.36 -3.20
3 O -1.98 -0.95 -4.36
4 O -1.83 -2.50 -2.86
5 H 0.11 -0.05 -2.83
6 H -0.44 -0.81 -1.37
7 H -1.43 0.46 -2.10
8 C 2.11 -4.50 -0.69
9 C 0.77 -3.85 -0.51
10 O -0.17 -4.18 -1.64
11 H 2.13 -5.42 -0.11
12 H 2.76 -3.79 -0.18
13 H 2.28 -4.65 -1.75
14 H 0.78 -2.76 -0.52
15 H 0.34 -4.18 0.43
16 H -0.69 -3.44 -1.98
17 C 1.22 1.59 -5.42
18 C 1.22 2.87 -6.13
19 O 2.37 2.97 -6.99
20 H 0.41 1.51 -4.70
21 H 2.14 1.34 -4.90
22 H 1.18 0.77 -6.15
23 H 1.05 3.66 -5.40
24 H 0.31 2.85 -6.73
25 H 2.14 2.27 -7.61
26 C -0.41 1.57 5.93
27 C 0.56 1.60 4.63
28 C 1.32 0.31 4.36
29 C 0.44 -0.81 3.84
30 C -0.27 -0.40 2.48
31 C -1.05 0.89 2.69
32 N -0.17 1.97 3.37
33 O -0.73 3.25 3.54
34 C -1.41 1.58 1.24
35 C -2.40 0.65 3.40
36 C 1.68 2.62 4.72
37 H -0.02 2.11 6.80
38 H -0.69 0.55 6.19
39 H -1.33 2.14 5.77
40 H 2.24 0.29 3.77
41 H 1.70 0.04 5.35
42 H -0.33 -1.01 4.59
43 H 0.92 -1.77 3.69
44 H -0.92 -1.19 2.11
45 H 0.52 -0.36 1.73
46 H -1.60 2.65 1.26
47 H -0.57 1.70 0.55
48 H -2.07 0.94 0.66
49 H -3.03 1.52 3.54
50 H -3.01 -0.13 2.94
51 H -2.20 0.31 4.42
52 H 2.38 2.30 5.50
53 H 1.19 3.54 5.03
54 H 2.25 2.81 3.82
55 H -0.11 3.87 3.15
56 O -0.64 -4.53 -4.48
57 H -0.39 -4.17 -3.63
58 H 0.16 -4.93 -4.81
59 O -2.36 1.18 -6.14
60 H -1.80 0.65 -6.72
61 H -2.25 0.79 -5.28

## Properties
- gap between HOMO and LUMO (spin up / spin down) (eV) = 8.803 / 4.355
- electronic energy (a.u.) = -1175.54144
- max |F| (eV/A) = 4.16
- spin multiplicity = 2
- highest occupied orbital energy (spin up / spin down) (eV) = -8.57 / -8.57
- charge = 0
- molar mass (g/mol) = 344.47

Entry from the OMol25 dataset: a 7-piece molecular cluster, C15H39N16O7 overall at a distorted geometry (wB97M-V/def2-TZVPD).

Cartesian coordinates (Å):
1 C 0.56 -5.00 2.12
2 C 0.94 -4.38 1.17
3 C 1.28 -3.55 0.00
4 N 0.28 -2.50 -0.22
5 C 0.07 -1.51 0.64
6 N -0.85 -0.56 0.42
7 C -0.82 0.22 1.49
8 C -1.71 1.39 1.69
9 C -3.16 1.00 1.33
10 O -3.37 -0.30 1.85
11 C -4.55 -0.92 1.35
12 C -4.48 -1.26 -0.14
13 N 0.12 -0.19 2.35
14 N 0.70 -1.31 1.82
15 H 0.11 -5.48 2.95
16 H 2.25 -3.07 0.16
17 H 1.31 -4.15 -0.90
18 H -0.31 -2.55 -1.02
19 H -1.70 1.74 2.72
20 H -1.36 2.20 1.05
21 H -3.27 1.06 0.25
22 H -3.85 1.71 1.78
23 H -4.65 -1.85 1.92
24 H -5.43 -0.31 1.57
25 H -3.48 -1.57 -0.43
26 H -4.70 -0.37 -0.73
27 H -5.22 -2.01 -0.42
28 H 0.36 0.19 3.25
29 H 1.41 -1.88 2.25
30 C -3.10 4.67 0.16
31 O -3.74 3.63 0.06
32 N -2.18 5.06 -0.77
33 N -3.27 5.53 1.20
34 H -1.64 5.91 -0.70
35 H -2.04 4.46 -1.56
36 H -3.96 5.30 1.89
37 H -2.76 6.40 1.29
38 C -0.45 -7.00 -1.69
39 O 0.02 -6.00 -2.25
40 N -0.62 -8.18 -2.34
41 N -0.85 -6.96 -0.39
42 H -1.01 -8.99 -1.91
43 H -0.34 -8.22 -3.30
44 H -0.69 -6.10 0.11
45 H -1.25 -7.74 0.09
46 C 1.00 5.75 -2.44
47 O 0.73 6.66 -1.68
48 N 0.12 5.31 -3.40
49 N 2.19 5.08 -2.42
50 H 0.32 4.57 -4.04
51 H -0.76 5.80 -3.47
52 H 2.87 5.38 -1.73
53 H 2.42 4.34 -3.05
54 C -3.60 -4.08 -2.94
55 O -4.28 -3.09 -3.11
56 N -2.33 -4.01 -2.42
57 N -4.02 -5.34 -3.25
58 H -1.73 -4.81 -2.26
59 H -2.00 -3.10 -2.20
60 H -4.94 -5.44 -3.64
61 H -3.45 -6.16 -3.12
62 C 3.69 5.22 1.25
63 O 3.96 6.19 0.56
64 N 2.41 4.98 1.68
65 N 4.63 4.31 1.63
66 H 2.16 4.20 2.26
67 H 1.70 5.64 1.41
68 H 5.58 4.47 1.36
69 H 4.43 3.50 2.19
70 C 7.33 1.47 1.71
71 O 6.88 2.57 1.97
72 N 8.41 0.95 2.36
73 N 6.81 0.69 0.71
74 H 8.80 0.05 2.14
75 H 8.82 1.50 3.08
76 H 6.04 1.06 0.19
77 H 7.19 -0.21 0.46

## Properties
- gap between HOMO and LUMO (eV) = 8.644
- electronic energy (a.u.) = -1997.69772
- max |F| (eV/A) = 1.03
- highest occupied orbital energy (eV) = -11.39
- charge = +1
- molar mass (g/mol) = 555.58

> Look up the molar mass of the first one.

388.48 g/mol